Here is a structure of composition C9H14N2PSSc at a distorted geometry from OMol25. Energies are from wB97M-V/def2-TZVPD.

Total energy: -1960.86247 a.u.
E_HOMO (spin up / spin down): -5.36 / -5.35 eV
Multiplicity: 1
LUMO (spin up / spin down): -1.0 / -1.0 eV
Relative energy (zero: lowest compared OMol25 entry of this formula, charge and spin): 28.22 kJ/mol

Geometry as XYZ:
```
28
Properties=species:S:1:pos:R:3:forces:R:3
Sc -0.8180 -0.5552 0.9436 1.1 1.2 -1.6
S 1.8831 -0.1542 0.3678 -0.1 0.6 0.9
P -0.0697 -2.8013 -0.1397 -0.3 -1.1 -0.8
N 0.4940 -0.2084 2.7249 0.7 -1.2 0.0
N 0.1302 1.5975 1.5563 0.0 1.0 -0.8
C -0.7940 0.2514 3.0705 0.0 -1.0 0.9
C -0.7277 0.1211 -3.1419 1.0 0.5 0.4
C -1.4820 1.3033 -3.4120 0.6 0.1 1.5
C -0.6146 2.4143 -3.2203 0.1 -0.7 -1.1
C 1.0213 0.5499 1.6603 -0.3 -0.8 -0.3
C 1.0916 -1.4598 3.2191 -0.1 0.7 0.2
C -1.0023 1.3837 2.3274 -0.6 0.8 -0.1
C 0.7223 1.9348 -3.1098 -0.7 -0.8 1.0
C 0.6621 0.5220 -2.9587 -1.1 0.3 -0.2
H -1.1352 -0.8855 -3.0302 0.2 0.1 -0.4
H -1.8576 2.0230 2.2363 0.0 0.2 0.3
H 1.6214 2.5412 -3.0706 -0.1 -0.1 0.1
H -2.5494 1.3425 -3.5996 0.1 0.0 0.1
H -1.3560 -0.2818 3.8222 0.0 0.5 0.1
H 2.0331 -1.6016 2.6721 -0.4 -0.1 0.2
H -0.9991 -3.2715 -1.1320 0.6 -0.2 0.4
H 0.3967 -2.3022 3.0526 0.3 0.3 0.2
H 1.1631 -2.9359 -0.8530 -0.6 0.1 0.3
H 1.5028 -0.1305 -2.7218 -0.2 0.1 -0.3
H 0.3153 2.4215 0.9795 -0.2 -0.6 0.1
H -0.0046 -3.9502 0.7100 0.0 0.2 -0.4
H 1.2837 -1.3207 4.2899 0.0 -0.3 -0.2
H -0.9105 3.4526 -3.2429 0.0 0.1 -0.3
```
Forces are in eV/Å.

---

Here is a structure of composition C9H14N3 at a distorted geometry from OMol25. Energies are from wB97M-V/def2-TZVPD.

Total energy: -515.27939 a.u.
E_HOMO: -12.78 eV
Multiplicity: 1
LUMO: -2.7 eV
Total charge: +1
Relative energy (zero: lowest compared OMol25 entry of this formula, charge and spin): 242.70 kJ/mol

Geometry as XYZ:
```
26
Properties=species:S:1:pos:R:3:forces:R:3
N -1.5220 -1.6775 -1.0673 -2.3 -0.3 1.8
N -1.4019 0.6827 -0.3731 1.0 -1.1 2.5
N -1.4861 -1.1674 1.3884 -0.8 -1.0 -2.4
C -0.2649 1.6269 -0.2144 2.0 -1.3 0.7
C 3.4295 0.4177 0.0216 -1.6 0.3 -0.2
C 0.8559 -0.6805 0.0115 -3.9 1.7 -1.3
C 0.9702 0.7147 -0.1147 0.8 -1.0 1.5
C -2.7074 1.0885 0.1205 1.0 1.3 2.7
C 1.9700 -1.5015 0.0096 -2.0 -2.0 1.6
C 3.2315 -0.9428 0.0624 -0.2 0.5 -0.8
C 2.2584 1.2102 -0.0154 1.0 1.9 -0.3
C -1.1083 -0.8924 0.0231 6.0 0.5 -0.2
H 4.4515 0.7845 -0.0555 -0.5 0.3 0.3
H -1.4096 -0.3800 2.0092 0.5 -0.2 0.3
H -2.9203 1.1503 1.2325 1.2 -0.5 -1.1
H -1.4050 0.6457 -1.3392 -0.9 -0.9 -2.6
H -0.0119 2.2306 -1.0785 -1.1 0.1 -0.6
H -2.8406 2.0573 -0.2118 -0.7 2.0 -0.9
H -0.4578 2.3139 0.5840 0.1 0.1 0.8
H 4.0831 -1.5378 -0.0531 1.1 -1.2 0.3
H -2.4900 -2.0540 -0.8688 1.7 0.1 -0.8
H -3.3910 0.4627 -0.2754 -2.4 -2.0 -1.4
H 1.7739 -2.6000 0.2445 0.7 1.4 -0.8
H -1.0480 -2.0695 1.6635 -0.5 1.3 0.1
H -0.9086 -2.1971 -1.7084 -0.3 0.6 1.0
H 2.3495 2.3147 0.0048 0.2 -0.7 -0.1
```
Forces are in eV/Å.

---

Here is a cluster of 2 separate species, C9H14N4 in total at a distorted geometry from OMol25. Energies are from wB97M-V/def2-TZVPD.

Total energy: -570.33963 a.u.
E_HOMO: -8.43 eV
Multiplicity: 1
LUMO: 0.8 eV
SMILES: CCc1c[nH]cn1.Cc1c[nH]cn1
Relative energy (zero: lowest compared OMol25 entry of this formula, charge and spin): 62.76 kJ/mol

Geometry as XYZ:
```
27
Properties=species:S:1:pos:R:3:forces:R:3
N -0.4321 -3.5440 -0.0732 0.5 0.3 -0.1
N 1.6363 3.0200 -0.9105 -0.2 -0.6 0.1
N -1.1342 -3.5745 2.0107 -0.1 2.1 0.3
N 0.9672 4.9575 -1.7313 0.3 -0.5 -0.7
C 1.0371 -3.9172 3.2277 -1.7 0.7 0.6
C -0.5132 1.8286 -0.4322 0.3 1.1 -0.5
C 2.0193 4.1361 -1.4315 0.1 0.6 0.2
C -0.1568 4.1969 -1.4994 -1.2 0.1 0.1
C 0.2323 -3.5926 2.0085 0.9 -1.7 -0.1
C -1.6359 1.5778 -1.4153 -1.6 -1.9 -0.3
C 0.2363 3.0270 -0.9571 1.8 -0.6 0.5
C -1.4762 -3.3663 0.7635 -0.8 -1.3 0.2
C 0.6861 -3.6901 0.7268 -0.3 -0.1 -0.6
H 3.0342 4.4635 -1.5800 0.1 -0.1 0.0
H 0.8366 -4.9576 3.4416 0.9 -0.6 -0.1
H -0.6947 2.0265 0.6261 -0.9 -0.1 -0.1
H 0.5343 -3.4695 4.0933 0.3 0.4 -0.1
H -0.4392 -3.7826 -1.0504 -0.3 0.4 0.0
H 2.0592 -3.5660 3.1754 0.2 -0.4 0.0
H -2.4378 2.3004 -1.5539 0.5 0.7 0.2
H -1.1664 4.5206 -1.6888 0.1 0.3 -0.1
H 0.1449 0.9685 -0.3941 0.3 0.0 -0.3
H -2.4971 -3.1708 0.4728 0.1 -0.2 -0.3
H -2.2454 0.6731 -1.2501 0.3 0.0 0.8
H 1.6070 -4.0199 0.2752 0.2 0.4 0.2
H -1.2515 1.3005 -2.4012 0.4 0.6 0.0
H 1.0496 5.6543 -2.4527 -0.2 0.2 0.2
```
Forces are in eV/Å.